[1]
{"formula": "C22H27F2I2N3O3P", "method": "the ωB97M-V functional and the def2-TZVPD basis", "total_charge": -1, "max_force_ha_per_bohr": 0.018, "species": ["C", "C", "C", "N", "N", "C", "I", "C", "C", "I", "C", "C", "C", "N", "P", "O", "C", "O", "O", "H", "H", "H", "H", "H", "H", "H", "H", "H", "H", "H", "H", "H", "H", "H", "H", "H", "F", "C", "C", "C", "C", "C", "C", "H", "H", "H", "H", "H", "F", "C", "C", "C", "C", "C", "C", "H", "H", "H", "H", "H"], "positions_angstrom": [[4.28397, 2.77312, 0.27182], [4.23940, 1.34089, 0.79350], [2.82181, 0.77643, 1.00763], [1.81404, 1.46720, 0.24103], [0.50126, 1.42830, 0.74196], [-0.12943, 2.64503, 0.49262], [-0.39298, 3.14885, -1.56439], [-0.51172, 3.53139, 1.39599], [-1.23667, 4.81925, 1.18535], [-0.04091, 3.19337, 3.39477], [-0.28988, 0.16708, 0.56981], [0.15082, -0.72908, -0.59978], [0.06578, -0.25863, -2.01957], [-0.77034, -0.73203, -2.84216], [-0.10179, -0.86348, 2.07532], [-1.04514, -2.00155, 2.25303], [-1.82147, 0.54136, 0.65143], [-2.16646, 0.64584, 1.84968], [-2.44076, 0.57742, -0.41281], [3.60311, 3.41375, 0.83107], [5.29213, 3.17742, 0.38468], [4.01923, 2.83205, -0.78334], [4.78807, 0.68140, 0.11772], [4.75731, 1.30727, 1.75378], [2.53936, 0.87812, 2.05568], [2.85151, -0.29952, 0.78976], [1.85268, 1.32227, -0.76336], [-0.53997, 5.65850, 1.24065], [-1.97492, 4.96157, 1.97256], [-1.75276, 4.82797, 0.22801], [-0.45686, -1.63497, -0.53124], [1.19309, -1.02257, -0.42939], [0.82806, 0.46493, -2.33378], [-0.63071, -0.31427, -3.76203], [1.21632, -1.35677, 1.92419], [0.00636, 0.04078, 3.13549], [2.92033, 1.55496, -3.59438], [2.60761, 0.57545, -4.46372], [1.30127, 0.48463, -4.90195], [0.97303, -0.53284, -5.78552], [1.94004, -1.43325, -6.21219], [3.24419, -1.31620, -5.75190], [3.59107, -0.30432, -4.86756], [0.56638, 1.19464, -4.54451], [-0.04619, -0.62329, -6.13711], [1.67591, -2.22731, -6.89737], [3.99890, -2.02024, -6.07689], [4.59902, -0.19335, -4.49185], [-7.41298, -4.17016, 4.46047], [-6.10630, -3.85733, 4.24457], [-5.79174, -2.98688, 3.22140], [-4.45612, -2.67148, 3.00916], [-3.46671, -3.22864, 3.80903], [-3.81844, -4.09739, 4.83275], [-5.15098, -4.42286, 5.06189], [-6.57911, -2.56630, 2.61022], [-4.17295, -1.98135, 2.22458], [-2.43720, -2.95705, 3.62021], [-3.05062, -4.53195, 5.46061], [-5.44994, -5.09617, 5.85439]], "lowdin_charge": [-0.1171, -0.2360, -0.2283, -0.0453, -0.1863, -0.7351, 0.9570, -0.7917, -0.2159, 0.9032, -0.4222, -0.1548, -0.3024, 0.1326, 0.7474, -0.4190, -0.7326, -0.0850, -0.0170, 0.0710, 0.0631, 0.0621, 0.0949, 0.0971, 0.1060, 0.0834, 0.0747, 0.0778, 0.0552, 0.0164, 0.1237, 0.0912, 0.0351, 0.0058, 0.0044, -0.0192, 0.0469, -0.2895, -0.0483, -0.0815, -0.0924, -0.0873, -0.0156, 0.1117, 0.1105, 0.0993, 0.1011, 0.1154, 0.0235, -0.2985, -0.0212, -0.0541, -0.0799, -0.0897, -0.0413, 0.1128, 0.1130, 0.0679, 0.0968, 0.1062]}

=====

[2]
{"formula": "C22H27FN2O3S", "method": "the ωB97M-V functional and the def2-TZVPD basis", "e_above_lowest_kj_mol": 109.4, "smiles": "Cc1ccc(S(=O)(=O)N(CC(=O)NC2CCCCCC2)c2ccccc2F)cc1", "max_force_ha_per_bohr": 0.028, "species": ["C", "C", "C", "C", "C", "S", "O", "O", "N", "C", "C", "O", "N", "C", "C", "C", "C", "C", "C", "C", "C", "C", "C", "C", "C", "C", "F", "C", "C", "H", "H", "H", "H", "H", "H", "H", "H", "H", "H", "H", "H", "H", "H", "H", "H", "H", "H", "H", "H", "H", "H", "H", "H", "H", "H", "H"], "positions_angstrom": [[-6.60742, -2.06209, -1.52434], [-5.19385, -1.65019, -1.25422], [-4.46359, -0.96056, -2.21727], [-3.16506, -0.55666, -1.96482], [-2.59882, -0.84456, -0.73948], [-0.89120, -0.41664, -0.44702], [-0.46113, 0.67933, -1.26418], [-0.14687, -1.64102, -0.56600], [-0.77459, 0.03448, 1.18871], [-0.01850, -0.85487, 2.04407], [1.49389, -0.57554, 2.09391], [2.11748, -0.68275, 3.13361], [2.02575, -0.19615, 0.92810], [3.42162, 0.18872, 0.80371], [4.33156, -1.02516, 0.55556], [4.31570, -1.69229, -0.82981], [3.03526, -1.50955, -1.64134], [2.83260, -0.08855, -2.20764], [3.77298, 0.97866, -1.64884], [3.54224, 1.35212, -0.18528], [-0.86737, 1.38646, 1.52063], [-0.06063, 1.98960, 2.48760], [-0.18113, 3.33606, 2.78068], [-1.10259, 4.12746, 2.11887], [-1.93039, 3.54946, 1.17276], [-1.81290, 2.20268, 0.89877], [-2.68852, 1.66511, 0.01350], [-3.29753, -1.53105, 0.23184], [-4.59708, -1.92893, -0.02887], [-7.28374, -1.24692, -1.26634], [-6.74945, -2.29418, -2.57683], [-6.88177, -2.92884, -0.92865], [-4.91733, -0.73796, -3.17156], [-2.58614, -0.01204, -2.69286], [-0.41223, -0.81072, 3.06380], [-0.15452, -1.86372, 1.64905], [1.46320, -0.19678, 0.09328], [3.69058, 0.55731, 1.80398], [5.35461, -0.71904, 0.78443], [4.04284, -1.76115, 1.30898], [4.46818, -2.76405, -0.68094], [5.16269, -1.34203, -1.42220], [3.07691, -2.20933, -2.47984], [2.17885, -1.81084, -1.03945], [1.79870, 0.22859, -2.05665], [2.99425, -0.11765, -3.28824], [3.63937, 1.88782, -2.24142], [4.80812, 0.66532, -1.78462], [4.36832, 1.99287, 0.13217], [2.62497, 1.94212, -0.10667], [0.67025, 1.40538, 3.01988], [0.46219, 3.76697, 3.53224], [-1.18621, 5.17936, 2.34078], [-2.67817, 4.12200, 0.64741], [-2.82981, -1.74365, 1.18021], [-5.15456, -2.46244, 0.72684]], "lowdin_charge": [-0.0465, -0.2659, -0.0225, -0.0466, -0.2900, 0.7150, -0.2543, -0.2718, -0.1440, -0.0895, -0.5003, 0.0580, 0.1208, -0.2867, -0.1247, -0.1956, -0.1912, -0.1804, -0.1978, -0.1333, -0.1840, 0.0030, -0.0742, -0.0815, -0.0024, -0.2052, 0.0603, -0.0465, -0.0237, 0.0882, 0.0794, 0.0782, 0.1171, 0.1196, 0.1433, 0.1246, 0.0824, 0.1433, 0.1165, 0.1129, 0.1068, 0.0991, 0.1080, 0.0778, 0.0820, 0.1081, 0.1108, 0.1017, 0.1145, 0.1171, 0.1069, 0.1071, 0.1042, 0.1207, 0.1153, 0.1159]}

=====

Highest occupied orbital energy
In order: -5.2427, -8.7687
Unit: eV